Entry from the OMol25 dataset: a molecular structure, C34H23HfIN4O9S (the ωB97M-V functional and the def2-TZVPD basis).

Summary:
**Charge**: 0
**E_tot**: -2949.7448 hartree

```
73
Properties=species:S:1:pos:R:3:forces:R:3:mulliken_charge:R:1
Hf 0.658267 0.575951 0.607696 0.41 0.11 -0.31 2.81
O -2.550107 5.137235 1.503465 -0.09 0.08 0.01 -0.69
C -1.364661 5.622989 1.093317 0.01 -0.02 -0.08 0.51
C -1.287608 6.990636 0.831474 0.00 0.00 0.01 -0.68
C -0.109114 7.547043 0.379128 -0.02 -0.01 0.02 -0.31
C 1.019825 6.756130 0.176309 0.06 0.01 -0.02 -0.88
C 0.950766 5.404174 0.432250 0.01 -0.03 0.02 -0.51
C -0.230861 4.815600 0.894573 -0.11 -0.04 -0.04 0.44
C -0.266246 3.361252 1.102975 -0.04 0.19 0.04 0.93
O 0.789979 2.670872 0.819072 0.12 -0.33 0.09 -1.01
N -1.368195 2.798020 1.551342 0.04 0.20 -0.06 -1.05
N -1.179861 1.438624 1.645005 -0.30 -0.38 -0.01 0.25
C -2.134346 0.731240 2.144627 -0.01 0.19 0.01 -0.63
C -1.991249 -0.651150 2.508928 0.10 -0.21 0.11 0.63
C -3.132828 -1.368963 2.899134 0.03 -0.01 0.00 -0.62
C -3.035857 -2.645235 3.403733 -0.13 0.01 0.01 -0.87
C -1.771930 -3.212524 3.576893 0.09 -0.03 0.00 -0.60
C -0.630681 -2.527115 3.221506 0.00 0.04 -0.07 -0.21
C -0.708209 -1.245992 2.645620 -0.20 -0.01 0.08 0.55
O 0.391771 -0.632713 2.274970 0.07 0.17 -0.42 -1.12
H -2.446874 4.173614 1.660175 0.05 -0.04 0.05 0.54
H -2.172587 7.592490 0.990141 0.00 -0.01 0.00 0.44
H -0.067138 8.610354 0.179667 0.00 0.00 0.00 0.39
H 1.941376 7.196715 -0.178623 -0.01 0.00 0.00 0.42
H 1.810216 4.765452 0.280208 0.00 0.01 0.00 0.46
H -3.081255 1.222256 2.370322 0.04 0.06 0.08 0.44
H -4.103539 -0.895168 2.804125 0.01 0.01 0.00 0.42
H -3.923629 -3.189789 3.695891 0.00 0.02 -0.01 0.46
H -1.683628 -4.203639 4.004634 0.00 0.00 0.00 0.42
H 0.352310 -2.956585 3.368032 0.00 0.01 0.00 0.51
O 6.326472 -0.997400 -1.539110 -0.02 -0.16 0.02 -0.58
C 5.272271 -0.586632 -1.148713 0.21 0.51 -0.09 0.47
C 4.030869 -0.319971 -2.007696 -0.14 -0.37 -0.02 0.07
O 3.941189 -0.474036 -3.205188 0.01 0.09 -0.03 -0.67
C 3.006769 0.042111 -1.041776 0.27 0.11 0.34 0.50
C 3.505656 0.157840 0.243287 -0.10 0.05 -0.38 1.02
O 2.687269 0.490941 1.200187 -0.47 -0.08 0.00 -1.04
C 4.928190 -0.197277 0.299920 -0.05 -0.41 0.09 -0.05
O 5.665938 -0.279207 1.247767 0.02 0.12 0.01 -0.61
O 1.723041 0.252920 -1.222881 -0.26 0.01 0.13 -0.57
O -0.555616 -1.057686 -0.262623 0.05 0.39 0.41 -0.17
S -0.275882 -1.840929 -1.544488 0.05 -0.11 -0.11 -0.18
C 1.240119 -2.704809 -1.188755 -0.03 -0.12 -0.04 0.60
C 2.129002 -2.912465 -2.229314 0.00 0.00 -0.02 -0.36
C 3.351320 -3.513866 -1.954745 -0.01 0.03 -0.01 -0.54
C 3.671506 -3.867071 -0.653490 0.02 0.00 0.01 -0.63
C 2.772487 -3.634701 0.382639 -0.02 0.00 0.02 -0.80
C 1.541186 -3.058028 0.120458 0.03 -0.02 -0.02 0.04
C -1.481707 -3.154385 -1.430941 0.11 0.00 -0.02 0.58
C -1.814181 -3.817499 -2.602087 0.04 0.02 -0.05 -0.47
C -2.737207 -4.851369 -2.551658 0.02 0.01 -0.02 -0.69
C -3.322687 -5.195720 -1.342149 -0.02 -0.02 0.02 -0.54
C -2.991264 -4.509964 -0.180603 -0.02 -0.02 0.01 -0.77
C -2.063473 -3.481780 -0.215966 0.03 0.08 0.05 0.56
H 1.904753 -2.556152 -3.226790 0.00 -0.01 0.00 0.34
H 4.071339 -3.651094 -2.749887 -0.01 0.00 -0.01 0.39
H 4.639971 -4.299455 -0.438190 -0.01 0.00 0.00 0.40
H 3.038459 -3.889665 1.400045 0.00 0.00 0.00 0.43
H 0.842841 -2.855777 0.921640 -0.02 0.00 0.01 0.26
H -1.359244 -3.529029 -3.542882 -0.01 -0.01 0.01 0.45
H -3.004096 -5.378762 -3.457702 0.00 0.00 0.01 0.40
H -4.048235 -5.997821 -1.304840 0.00 0.00 0.00 0.40
H -3.458100 -4.773100 0.759757 0.01 0.01 0.00 0.47
H -1.807510 -2.929199 0.679996 -0.01 -0.02 -0.02 -0.20
I -0.283064 4.806046 -4.147376 0.00 -0.01 0.01 0.13
C -0.801027 3.380588 -2.759094 0.15 0.02 -0.06 -0.93
C -1.982917 3.295280 -2.065021 -0.16 -0.14 0.08 -0.22
N -1.873366 2.223973 -1.260922 -0.05 0.09 -0.10 -0.24
N -0.677194 1.626968 -1.368703 0.27 -0.12 0.38 0.27
C -0.015691 2.318306 -2.289116 -0.07 0.05 -0.08 -0.26
H -2.869982 3.905416 -2.085182 0.00 -0.01 -0.01 0.49
H -2.528317 1.904497 -0.568196 0.02 0.03 0.02 0.20
H 0.986008 2.028187 -2.556205 0.00 0.02 -0.02 0.57
```
Positions in Å, forces in eV/Å.